1.
Here is a 3-piece molecular cluster, C20H41N2O10P2 overall in a non-equilibrium geometry from the OMol25 dataset. Energies are from ωB97M-V/def2-TZVPD.

The calculation puts the LUMO energy at -4.6164 eV. The value obtained for the total energy is -2331.1670 a.u. The frontier orbital gap comes out at 7.386 eV. The maximum force is 3.56 eV Å⁻¹. The highest occupied orbital energy is -12.0 eV. As for the net charge: +1.

Geometry (Å):
H  3.34  1.38  -2.55
P  -5.23  -2.68  4.63
C  6.80  -2.80  -4.84
H  -2.35  1.34  -2.80
C  1.67  3.71  0.37
H  -2.22  -4.02  5.68
C  5.54  -0.74  -1.14
O  5.46  -2.37  -4.59
H  4.25  -4.77  -3.83
O  2.39  6.08  1.19
H  -2.70  -2.33  5.45
H  2.65  3.25  0.64
H  -2.34  -3.36  4.04
O  -4.84  -1.72  3.59
H  5.23  -5.71  -2.68
O  -6.52  -3.53  4.30
H  0.81  3.04  0.66
H  0.83  6.58  -3.46
H  -6.29  -4.75  6.00
H  5.03  -1.51  -0.55
C  4.60  -4.83  -2.79
O  -4.13  -3.77  4.99
C  1.64  4.09  -1.15
C  1.51  4.98  1.28
H  -2.09  -0.35  1.05
H  1.12  0.80  -0.40
C  -3.44  0.52  -1.08
C  2.62  1.67  -1.75
H  -4.69  0.88  0.74
H  1.65  4.80  -4.76
H  4.87  0.11  -1.29
H  -7.51  -5.25  4.82
H  -1.28  -0.96  -2.37
H  -1.89  1.36  1.70
C  1.47  0.63  -1.46
P  4.94  -2.29  -3.10
H  6.81  -3.88  -5.02
C  1.14  5.40  -1.54
H  -1.77  1.94  -1.14
C  -6.44  -0.91  6.06
H  3.75  -4.90  -2.12
O  0.62  5.07  2.07
H  -4.33  0.83  -1.69
H  7.47  -2.57  -4.01
H  -3.16  0.23  2.37
C  1.16  5.61  -3.00
H  -0.02  1.64  -2.84
H  -7.22  -1.02  5.31
H  0.80  6.18  -0.83
C  -2.63  0.55  1.44
C  -2.77  -3.34  5.04
O  -5.54  -2.02  6.05
N  1.63  4.59  -3.75
H  -3.47  -0.61  -1.04
C  -0.97  -0.04  -1.81
C  -2.11  1.05  -1.74
H  7.16  -2.30  -5.74
H  -5.88  0.01  5.87
H  0.53  0.01  -3.43
H  3.23  5.83  1.63
H  6.42  -0.41  -0.61
H  -3.53  2.24  0.33
C  0.31  0.62  -2.51
O  5.93  -1.25  -2.41
C  -7.06  -4.39  5.31
H  -0.73  -0.31  -0.75
H  1.95  -0.39  -1.48
O  5.38  -3.68  -2.45
C  2.08  3.09  -2.14
N  2.05  3.40  -3.44
O  3.52  -1.97  -2.96
H  3.21  1.81  -0.80
H  -6.90  -0.85  7.04
H  -7.83  -3.86  5.87
C  -3.67  1.13  0.37

Results of the Löwdin charge analysis, in e, for atoms 1 through 6: number 1, H, carries 0.12; number 2, P, carries 0.35; number 3, C, carries -0.09; number 4, H, carries 0.11; number 5, C, carries -0.01; number 6, H, carries 0.09


2.
Here is a 4-piece molecular cluster, C20H41N6O4 overall from the OMol25 dataset. Energies are from ωB97M-V/def2-TZVPD.

The calculation puts the LUMO energy at -4.5420 eV. The value obtained for the total energy is -1415.8937 a.u. The frontier orbital gap comes out at 6.207 eV. The maximum force is 0.75 eV Å⁻¹. The highest occupied orbital energy is -10.7 eV. As for the net charge: +1.

Geometry (Å):
H  -2.04  1.22  -1.78
H  2.82  -0.15  3.79
H  3.85  -5.45  4.13
C  0.43  -1.75  0.11
H  1.86  -2.75  2.79
H  1.08  3.03  -2.53
C  1.49  1.23  -3.54
N  0.81  -0.84  -2.38
C  2.86  -0.97  3.08
H  -1.31  1.65  2.17
C  6.33  -5.15  5.13
H  4.22  -3.29  6.57
H  -2.52  2.77  -2.41
H  5.98  -3.21  6.73
H  2.49  1.22  -3.12
H  0.62  1.63  -1.59
C  -0.63  -1.67  -0.74
H  7.04  -4.95  5.95
C  -3.65  1.41  1.17
H  3.55  -3.69  4.13
N  5.30  -4.28  5.08
H  -4.58  1.61  1.71
H  -1.63  -1.95  -0.43
H  -3.47  4.83  -5.95
N  1.88  -1.97  3.44
C  2.69  -0.36  1.67
H  4.79  -4.40  3.06
H  1.85  -0.79  -4.17
H  -3.54  -1.16  3.12
C  -3.47  -0.93  2.06
H  -2.85  -1.69  1.59
C  -5.21  3.52  -3.66
C  -0.41  -1.19  -2.02
C  4.31  -4.46  4.04
H  -1.21  -1.06  -2.74
H  1.69  0.07  1.59
C  0.63  2.04  -2.60
C  2.89  -1.41  0.54
H  1.52  1.68  -4.53
H  -4.48  2.69  -3.62
O  -6.02  3.71  -2.77
C  1.71  -1.38  -0.37
H  -7.06  5.00  -4.96
O  -0.70  2.11  -3.08
H  -3.08  2.33  1.12
H  -5.92  6.08  -4.16
H  3.77  -1.16  -0.03
H  0.98  -1.52  3.51
C  -4.12  3.97  -5.81
C  -1.65  0.62  2.34
C  1.05  -0.23  -3.71
H  0.13  -0.32  -4.27
H  5.16  -2.23  5.50
H  3.85  -1.42  3.10
C  -1.67  2.21  -2.06
H  0.31  -2.07  1.13
N  -5.11  4.25  -4.78
H  3.00  -2.42  0.93
H  3.39  0.45  1.54
H  -4.62  3.75  -6.76
O  6.49  -6.07  4.35
H  -1.29  2.71  -1.16
H  -3.52  3.11  -5.51
N  -2.88  0.39  1.86
H  -4.46  -0.95  1.62
H  -5.82  5.85  -5.92
H  -3.89  1.09  0.16
O  -0.97  -0.20  2.94
C  -6.03  5.36  -4.97
N  1.88  -0.94  -1.60
C  5.16  -3.19  6.02

Results of the Löwdin charge analysis, in e, for atoms 1 through 6: number 1, H, carries 0.07; number 2, H, carries 0.12; number 3, H, carries 0.10; number 4, C, carries 0.06; number 5, H, carries 0.05; number 6, H, carries 0.13